1.
{
  "formula": "C3H4N2O2",
  "method": "the ωB97M-V functional and the def2-TZVPD basis",
  "species": ["N", "C", "C", "O", "C", "O", "N", "H", "H", "H", "H"],
  "positions_angstrom": [[-1.773, -0.359, 0.215], [-0.466, 0.017, 0.140], [-0.027, 1.327, 0.320], [1.400, 1.200, 0.322], [1.774, -0.069, 0.084], [2.892, -0.501, 0.054], [0.581, -0.799, -0.109], [-2.193, -0.816, -0.580], [-2.350, 0.373, 0.610], [-0.399, 1.412, -0.756], [0.562, -1.784, -0.301]],
  "fmax_ev_per_a": 1.8,
  "homo_lumo_gap_ev": 9.0946,
  "total_charge": 0,
  "relative_energy_ev": 2.951,
  "smiles": "Nc1coc(=O)[nH]1",
  "e_lumo_ev": 0.350,
  "multiplicity": 1
}

---

2.
{
  "formula": "C24H62BO29",
  "method": "the ωB97M-V functional and the def2-TZVPD basis",
  "species": ["O", "C", "O", "B", "O", "C", "O", "O", "C", "O", "C", "O", "O", "O", "H", "H", "C", "C", "O", "O", "H", "H", "H", "H", "H", "H", "C", "C", "O", "O", "H", "H", "H", "H", "H", "H", "C", "C", "O", "O", "H", "H", "H", "H", "H", "H", "C", "C", "O", "O", "H", "H", "H", "H", "H", "H", "C", "C", "O", "O", "H", "H", "H", "H", "H", "H", "C", "C", "O", "O", "H", "H", "H", "H", "H", "H", "C", "C", "O", "O", "H", "H", "H", "H", "H", "H", "C", "C", "O", "O", "H", "H", "H", "H", "H", "H", "C", "C", "O", "O", "H", "H", "H", "H", "H", "H", "C", "C", "O", "O", "H", "H", "H", "H", "H", "H"],
  "positions_angstrom": [[3.430, 1.390, 0.784], [2.237, 1.115, 0.745], [1.501, 0.763, -0.300], [0.220, 0.295, 0.065], [0.216, 0.497, 1.485], [1.360, 1.102, 1.869], [1.728, 1.414, 3.073], [-0.044, -1.108, -0.290], [-1.167, -1.225, -1.029], [-1.681, -2.245, -1.464], [-1.717, 0.205, -1.268], [-0.883, 1.038, -0.629], [-2.767, 0.441, -1.754], [5.176, -1.989, -0.037], [4.925, -1.135, -0.390], [5.063, -1.900, 0.909], [0.224, -4.616, 2.535], [-1.171, -5.206, 2.664], [-2.063, -4.411, 3.579], [1.120, -5.218, 3.426], [0.140, -3.548, 2.737], [0.635, -4.936, 1.578], [-1.203, -6.197, 3.118], [-1.701, -5.139, 1.714], [-2.013, -4.704, 4.492], [0.766, -5.094, 4.310], [0.797, 4.967, 6.600], [1.758, 4.475, 7.796], [0.926, 3.782, 8.802], [0.044, 6.138, 6.896], [0.128, 4.119, 6.455], [1.429, 5.112, 5.723], [2.368, 5.289, 8.188], [2.414, 3.678, 7.446], [0.489, 4.403, 9.390], [-0.271, 5.985, 7.790], [7.631, 2.454, 3.677], [7.445, 3.778, 3.037], [7.748, 4.836, 4.032], [7.816, 1.381, 2.799], [6.980, 2.168, 4.503], [8.552, 2.554, 4.251], [6.496, 3.963, 2.534], [8.177, 3.771, 2.229], [7.658, 5.680, 3.583], [6.912, 1.266, 2.497], [-7.305, 2.875, -0.657], [-6.288, 3.541, 0.314], [-5.978, 2.623, 1.366], [-8.718, 3.065, -0.409], [-7.108, 1.859, -1.000], [-7.244, 3.453, -1.580], [-6.676, 4.482, 0.703], [-5.349, 3.788, -0.180], [-6.125, 3.074, 2.201], [-8.884, 2.461, 0.319], [0.287, -7.231, -5.816], [-0.022, -6.071, -4.831], [0.333, -6.508, -3.487], [-0.791, -8.131, -5.857], [1.214, -7.657, -5.434], [0.457, -6.870, -6.831], [-1.090, -5.950, -5.016], [0.551, -5.176, -5.073], [-0.240, -6.104, -2.831], [-0.457, -8.803, -6.457], [3.024, -2.037, 6.463], [4.277, -1.642, 5.546], [4.109, -1.985, 4.231], [2.852, -3.430, 6.595], [2.132, -1.498, 6.142], [3.189, -1.695, 7.485], [5.026, -2.301, 5.984], [4.483, -0.586, 5.723], [3.334, -2.551, 4.197], [3.590, -3.782, 7.097], [7.576, 1.694, -2.165], [8.567, 0.481, -1.868], [8.759, -0.630, -2.700], [6.210, 1.294, -2.471], [7.897, 2.195, -3.078], [7.554, 2.342, -1.289], [8.403, 0.152, -0.842], [9.566, 0.864, -1.657], [8.024, -1.238, -2.597], [5.631, 2.057, -2.537], [-2.024, 6.665, -2.580], [-1.826, 5.313, -3.368], [-2.304, 5.272, -4.744], [-3.254, 6.816, -2.003], [-1.668, 7.473, -3.219], [-1.296, 6.727, -1.771], [-2.490, 4.629, -2.839], [-0.877, 4.793, -3.241], [-3.242, 5.067, -4.715], [-3.219, 6.586, -1.072], [-6.778, -3.813, -2.576], [-6.466, -4.837, -3.730], [-7.387, -5.885, -3.859], [-6.829, -4.470, -1.299], [-7.654, -3.205, -2.801], [-5.892, -3.180, -2.629], [-5.493, -5.327, -3.751], [-6.530, -4.230, -4.633], [-7.368, -6.233, -2.965], [-6.384, -3.865, -0.700], [-6.141, 0.584, -6.732], [-4.757, -0.060, -6.838], [-4.149, 0.183, -8.081], [-5.955, 2.001, -6.693], [-6.484, 0.154, -5.791], [-6.768, 0.345, -7.591], [-4.774, -1.133, -6.651], [-4.087, 0.431, -6.132], [-3.684, 1.013, -7.954], [-6.815, 2.376, -6.895]],
  "fmax_ev_per_a": 7.8,
  "homo_lumo_gap_ev": 9.3887,
  "total_charge": -1,
  "relative_energy_ev": 4.959,
  "e_lumo_ev": 1.869,
  "multiplicity": 1
}

---

3.
{
  "formula": "C28H29BrF7O25P",
  "method": "the ωB97M-V functional and the def2-TZVPD basis",
  "species": ["O", "C", "O", "C", "O", "C", "C", "F", "F", "C", "F", "F", "C", "F", "F", "F", "C", "P", "O", "Br", "H", "O", "C", "O", "C", "C", "O", "H", "H", "H", "H", "O", "C", "O", "C", "C", "O", "H", "H", "H", "H", "O", "C", "O", "C", "C", "O", "H", "H", "H", "H", "O", "C", "O", "C", "C", "O", "H", "H", "H", "H", "O", "C", "O", "C", "C", "O", "H", "H", "H", "H", "O", "C", "O", "C", "C", "O", "H", "H", "H", "H", "O", "C", "O", "C", "C", "O", "H", "H", "H", "H"],
  "positions_angstrom": [[3.309, 2.131, 3.587], [2.813, 2.084, 2.569], [2.616, 0.959, 1.751], [1.234, 1.025, 1.554], [0.539, 0.105, 1.558], [0.929, 2.542, 1.362], [-0.326, 3.105, 0.735], [-0.739, 2.217, -0.208], [-0.167, 4.287, 0.139], [-1.525, 3.225, 1.737], [-1.832, 2.049, 2.269], [-2.587, 3.582, 0.990], [-1.374, 4.310, 2.866], [-1.774, 3.789, 4.013], [-0.156, 4.796, 2.986], [-2.181, 5.331, 2.644], [2.066, 3.150, 1.743], [2.523, 4.908, 1.367], [4.045, 5.111, 1.956], [2.835, 4.828, -0.882], [4.042, 5.961, 2.425], [7.519, 4.698, 0.840], [7.375, 3.675, 1.433], [7.797, 3.461, 2.705], [7.243, 2.216, 3.140], [6.991, 1.497, 1.841], [6.767, 2.574, 0.927], [7.939, 1.686, 3.786], [6.324, 2.413, 3.696], [7.856, 0.922, 1.504], [6.125, 0.838, 1.886], [-3.653, -1.711, -4.617], [-3.287, -1.128, -3.647], [-3.540, -1.533, -2.375], [-2.760, -0.722, -1.497], [-2.530, 0.520, -2.319], [-2.568, 0.023, -3.659], [-3.297, -0.522, -0.571], [-1.832, -1.247, -1.261], [-3.325, 1.259, -2.194], [-1.574, 0.991, -2.107], [-9.330, -4.354, -2.977], [-8.188, -4.044, -3.128], [-7.766, -2.787, -3.412], [-6.338, -2.775, -3.278], [-5.971, -4.217, -3.486], [-7.144, -4.902, -3.027], [-5.884, -2.118, -4.014], [-6.081, -2.419, -2.278], [-5.804, -4.461, -4.537], [-5.103, -4.512, -2.915], [-3.723, -5.822, -3.587], [-3.884, -6.789, -4.260], [-4.232, -8.010, -3.781], [-4.552, -8.838, -4.899], [-3.792, -8.181, -6.023], [-3.744, -6.815, -5.611], [-4.240, -9.865, -4.723], [-5.633, -8.817, -5.055], [-2.771, -8.558, -6.116], [-4.294, -8.279, -6.984], [-5.081, -2.272, 1.476], [-6.213, -2.517, 1.201], [-6.632, -3.678, 0.634], [-8.061, -3.683, 0.669], [-8.396, -2.217, 0.744], [-7.255, -1.670, 1.409], [-8.471, -4.159, -0.220], [-8.391, -4.235, 1.552], [-8.484, -1.757, -0.243], [-9.306, -2.022, 1.307], [9.817, 10.668, 0.538], [9.824, 9.485, 0.645], [10.936, 8.741, 0.895], [10.508, 7.408, 1.180], [9.169, 7.336, 0.496], [8.724, 8.695, 0.535], [11.219, 6.681, 0.790], [10.434, 7.285, 2.263], [9.247, 7.020, -0.547], [8.471, 6.683, 1.010], [5.383, -1.932, 4.021], [4.260, -2.169, 3.706], [3.858, -3.313, 3.092], [2.429, -3.320, 3.085], [2.093, -1.856, 3.195], [3.213, -1.329, 3.909], [2.047, -3.772, 2.172], [2.074, -3.899, 3.941], [2.034, -1.369, 2.228], [1.166, -1.677, 3.738]],
  "fmax_ev_per_a": 5.9,
  "homo_lumo_gap_ev": 8.0497,
  "total_charge": 0,
  "relative_energy_ev": 0.000,
  "smiles": "O=C1OC(=O)C(C(F)(F)C(F)(F)C(F)(F)F)=C1P(O)Br.O=C1OCCO1.O=C1OCCO1.O=C1OCCO1.O=C1OCCO1.O=C1OCCO1.O=C1OCCO1.O=C1OCCO1",
  "e_lumo_ev": -2.030,
  "multiplicity": 1
}